Run i
Density functional theory data (ωB97M-V/def2-TZVPD) for 3 unconnected molecules or ions with the total composition C4H14N2O4.

Spin multiplicity: 1
SMILES: O=CNCCNCO.O.O
HOMO level in eV: -9.34
Net charge: 0

Each line ends with the Mulliken charge.
Positions of all 24 atoms, in Å:
O 0.860 -1.142 -2.811  -0.578
C 1.203 -1.314 -1.657  -0.020
N 1.082 -0.431 -0.655  0.112
C 0.622 0.916 -1.073  -0.596
C -0.129 1.533 0.140  0.058
N 0.597 1.769 1.402  -0.150
C 0.256 0.899 2.497  -0.398
O 0.830 -0.382 2.285  -0.483
H 1.590 -2.245 -1.220  0.341
H 1.424 -0.630 0.283  0.220
H 1.597 1.519 -1.284  0.284
H -0.028 0.926 -1.961  0.292
H -0.762 0.641 0.270  -0.391
H -0.711 2.425 -0.020  0.386
H 1.394 2.246 1.222  0.169
H 0.501 1.388 3.457  0.412
H -0.890 0.629 2.519  0.215
H 1.487 -0.645 2.762  0.226
O -1.731 -1.204 0.811  -0.585
H -2.191 -1.945 0.988  0.255
H -0.784 -1.331 0.966  0.248
O -2.680 -0.265 -1.535  -0.675
H -2.438 -0.236 -0.600  0.357
H -1.888 -0.369 -2.054  0.298

Run ii
Density functional theory data (ωB97M-V/def2-TZVPD) for 3 unconnected molecules or ions with the total composition C4H14N2O4.

Spin multiplicity: 1
SMILES: NCNC(=O)CCO.O.O
HOMO level in eV: -9.02
Net charge: 0

Each line ends with the Mulliken charge.
Positions of all 24 atoms, in Å:
N -0.476 -0.574 -2.622  -0.541
C -1.272 0.415 -1.868  -0.668
N -0.667 0.557 -0.482  -0.010
C -0.850 -0.415 0.510  0.425
O -1.461 -1.533 0.442  -0.751
C -0.169 -0.153 1.798  -0.269
C 1.262 0.428 1.550  -0.724
O 1.229 1.846 1.492  -0.476
H 0.583 -0.302 -2.685  0.224
H -0.696 -1.529 -2.453  0.252
H -1.226 1.374 -2.263  0.390
H -2.264 0.092 -1.844  0.354
H 0.112 1.158 -0.325  0.209
H -0.792 0.651 2.171  0.260
H -0.263 -0.998 2.501  0.289
H 1.694 0.105 0.558  0.362
H 1.893 -0.047 2.335  0.360
H 1.437 2.237 2.398  0.312
O -0.053 -3.863 0.411  -0.640
H -0.315 -3.636 -0.494  0.298
H -0.664 -3.290 1.027  0.359
O 1.680 3.017 -0.933  -0.601
H 1.900 3.902 -0.498  0.289
H 1.616 3.010 -1.940  0.300

Energy ordering: run ii at the bottom, the next structure 9.9 kcal/mol above.

Run i
Density functional theory data (ωB97M-V/def2-TZVPD) for 2 unconnected molecules or ions with the total composition C8H14O.

Spin multiplicity: 1
SMILES: C=C(C)C(C)=O.C=CC
HOMO level in eV: -9.24
Net charge: 0

Each line ends with the Mulliken charge.
Positions of all 23 atoms, in Å:
C 0.723 1.816 1.398  -1.021
C -0.152 1.240 0.571  0.774
C -0.799 2.002 -0.549  -1.190
C -0.805 -0.126 0.846  1.029
C -0.373 -0.809 2.126  -1.672
O -1.891 -0.363 0.340  -0.613
H 1.125 1.326 2.268  0.280
H 1.108 2.806 1.198  0.283
H -0.760 1.412 -1.464  0.187
H -0.309 2.958 -0.714  0.411
H -1.852 2.168 -0.327  0.309
H -0.907 -1.753 2.219  0.388
H 0.700 -0.991 2.110  0.373
H -0.607 -0.182 2.985  0.449
C 1.587 -0.557 -0.901  -0.826
C 0.636 -1.506 -0.938  0.120
C -0.341 -1.653 -2.060  -1.063
H 2.377 -0.572 -0.167  0.308
H 1.642 0.222 -1.646  0.256
H 0.716 -2.366 -0.284  0.340
H -0.235 -0.850 -2.788  0.270
H -0.225 -2.617 -2.558  0.381
H -1.357 -1.605 -1.665  0.229

Run ii
Density functional theory data (ωB97M-V/def2-TZVPD) for C8H14O in the gas phase.

Spin multiplicity: 1
SMILES: C=C=CC[C@@H](C)[C@@H](C)O
HOMO level in eV: -9.33
Net charge: 0

Each line ends with the Mulliken charge.
Positions of all 23 atoms, in Å:
C 0.678 -2.357 -1.542  -0.919
C 0.527 -2.075 -0.262  0.395
C 0.441 -1.702 0.975  -0.546
C -0.237 -0.448 1.441  -0.721
C -0.929 0.337 0.325  0.499
C -1.786 1.439 0.943  -1.755
C 0.051 1.071 -0.832  -0.028
C 1.483 1.260 -0.336  -1.282
O -0.006 0.446 -2.058  -0.591
H 1.643 -2.240 -2.021  0.342
H 0.027 -3.081 -2.016  0.293
H 0.855 -2.342 1.749  0.362
H 0.497 0.183 1.949  0.277
H -0.987 -0.725 2.193  0.462
H -1.585 -0.339 -0.235  0.315
H -2.462 1.026 1.691  0.466
H -2.386 1.934 0.187  0.434
H -1.162 2.187 1.429  0.328
H -0.426 2.048 -0.966  0.395
H 2.038 1.829 -1.082  0.380
H 1.496 1.816 0.600  0.328
H 1.970 0.299 -0.184  0.242
H 0.258 -0.565 -1.948  0.324

Energy ordering: run i at the bottom, the next structure 12.3 kcal/mol above.

Run i
Density functional theory data (ωB97M-V/def2-TZVPD) for 3 unconnected molecules or ions with the total composition C8H14O.

Spin multiplicity: 1
HOMO level in eV: -6.68
Net charge: 0

Each line ends with the Mulliken charge.
Positions of all 23 atoms, in Å:
C -0.487 0.614 -0.040  1.397
C -0.426 1.800 0.890  -1.283
C -0.222 0.906 -1.501  -1.513
C 2.673 -1.305 -0.428  -1.058
C -2.572 0.020 -0.046  -1.322
C 1.937 -0.227 0.352  0.460
C -0.243 -0.632 0.466  -0.164
C -0.428 -1.785 1.054  -0.857
O 2.515 0.650 0.940  -0.509
H 0.736 1.422 -1.612  0.396
H -1.064 2.603 0.515  0.359
H 0.602 2.173 0.935  0.348
H -0.737 1.532 1.899  0.359
H -0.998 1.571 -1.888  0.413
H -0.206 -0.003 -2.101  0.344
H 3.759 -1.209 -0.325  0.359
H 2.376 -1.271 -1.478  0.253
H 2.381 -2.285 -0.042  0.273
H -2.915 -0.190 0.963  0.386
H -2.942 0.976 -0.406  0.430
H -2.727 -0.789 -0.754  0.370
H -1.421 -2.190 1.215  0.289
H 0.411 -2.382 1.393  0.268

Run ii
Density functional theory data (ωB97M-V/def2-TZVPD) for a molecular structure, C8H14O.

Spin multiplicity: 1
HOMO level in eV: -7.93
Net charge: 0

Each line ends with the Mulliken charge.
Positions of all 23 atoms, in Å:
C 0.774 -0.260 0.031  1.675
C 1.222 1.004 0.750  -1.627
C 1.568 -0.560 -1.227  -1.391
C -2.190 1.919 -0.322  -1.058
C 1.151 -1.698 1.282  -1.394
C -1.193 1.041 -1.055  0.497
C -0.610 -0.520 -0.041  -0.244
C -1.596 -1.379 0.126  -0.885
O -0.878 1.248 -2.205  -0.534
H 2.636 -0.610 -0.997  0.371
H 1.221 1.859 0.067  0.389
H 2.249 0.884 1.110  0.426
H 0.580 1.235 1.601  0.347
H 1.419 0.235 -1.964  0.353
H 1.257 -1.503 -1.680  0.369
H -1.666 2.564 0.388  0.257
H -2.795 2.509 -1.018  0.345
H -2.876 1.291 0.255  0.325
H 0.632 -1.530 2.225  0.381
H 2.228 -1.585 1.399  0.433
H 0.928 -2.669 0.842  0.381
H -1.465 -2.309 0.667  0.277
H -2.596 -1.165 -0.233  0.305

Run iii
Density functional theory data (ωB97M-V/def2-TZVPD) for C8H14O in the gas phase.

Spin multiplicity: 1
SMILES: C[C@H]1[C@@H](O)[C@H]2CCC[C@@H]12
HOMO level in eV: -9.52
Net charge: 0

Each line ends with the Mulliken charge.
Positions of all 23 atoms, in Å:
C 2.330 -0.555 -0.622  -1.619
C 1.458 -0.016 0.551  0.084
C 0.583 1.279 0.433  -0.487
O 0.355 1.776 -0.927  -0.580
C -0.660 0.617 1.059  0.210
C -1.843 0.629 0.131  -1.087
C -1.613 -0.460 -0.919  -0.452
C -0.665 -1.500 -0.218  -0.916
C 0.065 -0.788 0.964  -0.228
H 1.859 -0.238 -1.574  0.328
H 3.236 -0.060 -0.520  0.513
H 2.500 -1.597 -0.582  0.335
H 2.070 0.163 1.487  0.388
H 1.012 2.035 1.095  0.311
H -0.258 2.477 -0.880  0.363
H -0.817 0.939 2.100  0.457
H -1.940 1.589 -0.396  0.312
H -2.730 0.370 0.737  0.371
H -1.169 -0.078 -1.851  0.208
H -2.516 -1.000 -1.240  0.417
H 0.028 -2.016 -0.930  0.314
H -1.346 -2.232 0.197  0.336
H 0.063 -1.334 1.906  0.423

Energy ordering: run iii at the bottom, the next structure 47.5 kcal/mol above.

Run i
Density functional theory data (ωB97M-V/def2-TZVPD) for 2 unconnected molecules or ions with the total composition C2HBrF2O.

Spin multiplicity: 1
HOMO level (alpha / beta) in eV: -9.67 / -8.89
Net charge: 0

Each line ends with the Mulliken charge.
Positions of all 7 atoms, in Å:
C -0.923 2.600 -0.150  0.409
C -0.668 -0.172 -0.436  -0.143
O -2.003 3.006 -0.017  -0.289
F 0.211 3.200 0.025  -0.153
F 0.216 -1.025 -0.006  -0.159
Br -2.332 -0.167 0.507  -0.053
H -0.806 0.005 -1.488  0.388

Run ii
Density functional theory data (ωB97M-V/def2-TZVPD) for a molecular structure, C2HBrF2O.

Spin multiplicity: 1
HOMO level in eV: -10.42
Net charge: 0

Each line ends with the Mulliken charge.
Positions of all 7 atoms, in Å:
C -0.699 0.910 0.223  0.485
C 0.315 -0.728 -0.172  0.028
O -1.854 1.045 0.175  -0.365
F 0.210 1.837 0.474  -0.173
F 0.152 -0.957 -1.476  -0.190
Br 2.124 -0.640 0.364  -0.059
H -0.247 -1.467 0.412  0.273

Energy ordering: run ii at the bottom, the next structure 58.0 kcal/mol above.

Run i
Density functional theory data (ωB97M-V/def2-TZVPD) for 2 unconnected molecules or ions with the total composition C3H10OS2.

Spin multiplicity: 2
HOMO level (alpha / beta) in eV: -0.89 / -2.87
Net charge: -1

Each line ends with the Mulliken spin population.
Positions of all 16 atoms, in Å:
C 3.574 0.104 2.699  -0.025
S 2.937 -0.760 1.242  0.500
S 1.365 0.925 0.620  0.503
H 2.770 0.674 3.180  -0.006
H 3.924 -0.561 3.482  0.036
H 4.318 0.839 2.383  -0.006
H 0.583 -0.047 0.146  -0.002
C -3.367 -0.198 -1.882  -0.013
O -3.626 0.234 -3.228  0.001
C -4.662 -0.647 -1.219  0.003
H -2.919 0.562 -1.236  0.015
H -2.531 -0.899 -2.004  -0.005
H -3.500 1.188 -3.254  0.000
H -5.012 0.208 -0.637  -0.002
H -4.524 -1.417 -0.447  0.000
H -5.311 -1.149 -1.937  0.000

Run ii
Density functional theory data (ωB97M-V/def2-TZVPD) for 3 unconnected molecules or ions with the total composition C3H10OS2.

Spin multiplicity: 2
HOMO level (alpha / beta) in eV: -3.21 / -2.97
Net charge: -1

Each line ends with the Mulliken spin population.
Positions of all 16 atoms, in Å:
C -0.791 -0.506 -1.581  0.030
C -1.493 -0.805 -0.272  -0.015
S -2.353 0.519 0.557  0.098
S 2.042 -0.874 -0.333  0.867
C 1.882 0.888 -0.016  -0.047
H -0.028 -1.206 -1.830  -0.008
H -0.233 0.408 -1.184  -0.005
H -1.491 -0.206 -2.413  0.005
H -2.243 -1.648 -0.474  -0.001
H -0.651 -1.150 0.339  0.005
H 2.402 1.291 0.972  0.036
H 2.277 1.534 -0.776  -0.004
H 0.874 1.275 0.214  0.034
H -0.736 0.100 1.825  0.003
H 0.664 0.426 2.325  -0.002
O -0.122 -0.047 2.648  0.003

Energy ordering: run i at the bottom, the next structure 7.6 kcal/mol above.

Run i
Density functional theory data (ωB97M-V/def2-TZVPD) for 2 unconnected molecules or ions with the total composition C3H7OP.

Spin multiplicity: 1
HOMO level (alpha / beta) in eV: -7.90 / -7.80
Net charge: 0

Each line ends with the Mulliken charge.
Positions of all 12 atoms, in Å:
C 1.874 -0.510 0.034  0.115
C 2.658 0.763 -0.113  -0.619
C -2.405 -0.728 -0.290  -0.773
O 0.720 -0.670 0.241  -0.303
P -1.958 0.817 0.616  0.031
H 1.853 1.471 -0.404  0.233
H 3.078 0.981 0.833  0.255
H 3.378 0.777 -0.929  0.295
H -1.979 -1.568 0.132  0.291
H -1.917 -0.564 -1.330  0.199
H -3.574 -0.747 -0.377  0.288
H -1.728 -0.021 1.588  -0.013

Run ii
Density functional theory data (ωB97M-V/def2-TZVPD) for 2 unconnected molecules or ions with the total composition C3H7OP.

Spin multiplicity: 1
SMILES: C#C.CPO
HOMO level in eV: -8.69
Net charge: 0

Each line ends with the Mulliken charge.
Positions of all 12 atoms, in Å:
C 1.349 -1.108 -1.829  -0.407
C 0.400 -0.914 -2.490  -0.260
H 2.243 -1.625 -1.458  0.328
H -0.492 -0.411 -2.924  0.351
C -0.425 1.542 0.730  -0.674
P -0.085 0.151 2.008  0.212
O -0.714 -1.270 1.526  -0.442
H -0.305 1.074 -0.365  0.092
H -1.543 1.933 0.796  0.243
H 0.304 2.255 0.917  0.296
H 0.922 -0.296 1.367  -0.040
H -1.654 -1.332 1.721  0.301

Energy ordering: run ii at the bottom, the next structure 12.2 kcal/mol above.